Below is H24HeO12 as an isolated structure, with properties calculated with ωB97M-V/def2-TZVPD.

Results
LUMO level, Eh: -0.0130
Gap between HOMO and LUMO, eV: 9.9
Electronic energy, eV: -25039.355
Highest occupied orbital energy, eV: -10.217

Structure (ORCA input):
```
! wB97M-V def2-TZVPD RIJCOSX def2/J DEFGRID3
* xyz 0 1
O -16.3054 19.7678 20.7243
O -16.3830 19.1965 16.7222
O -17.4311 15.1911 21.9653
O -13.7832 18.4482 16.4184
O -18.1022 18.1213 18.7824
O -13.6901 19.9060 19.1206
O -17.2866 21.9025 18.5009
O -15.3438 14.4309 17.5462
O -16.3976 16.4785 15.8375
O -14.7306 14.7372 20.2304
O -12.2483 19.0231 21.4504
O -17.8716 15.3450 19.1108
He -15.5346 17.7654 19.0635
H -18.2551 17.1764 18.7748
H -17.8150 15.5004 21.1449
H -17.1806 19.9935 21.0396
H -12.3214 19.1013 22.4016
H -14.5954 20.0449 19.3988
H -14.2322 15.5244 20.4500
H -12.3045 18.0825 21.2820
H -14.9885 14.1931 18.4026
H -15.3579 14.6427 20.9472
H -17.4286 14.8474 18.4235
H -17.9672 15.5943 22.6481
H -17.9617 21.7323 17.8440
H -16.7968 20.0107 16.4355
H -13.8249 17.4925 16.3843
H -13.2258 19.6699 19.9237
H -15.9744 19.1383 21.3649
H -15.4672 19.2873 16.4590
H -17.1494 18.2104 18.7634
H -15.9410 15.9596 16.4997
H -13.5078 18.6446 17.3139
H -16.3684 17.3746 16.1726
H -18.7217 14.9158 19.2079
H -17.1924 21.0729 18.9689
H -15.1698 13.6685 16.9941
*
```

Here are the Mulliken charges for atoms 1 to 4, given in e:
1 O -0.549
2 O -0.554
3 O -0.618
4 O -0.692

Below is a 2-piece molecular cluster, C4H10N2O2 overall, with properties calculated with ωB97M-V/def2-TZVPD.

Results
LUMO level (spin up / spin down), Eh: 0.1422 / 0.1164
Gap between HOMO and LUMO (spin up / spin down), eV: 7.0 / 6.3
Electronic energy, eV: -11383.757
Highest occupied orbital energy (spin up / spin down), eV: -3.087 / -3.153

Structure (ORCA input):
```
! wB97M-V def2-TZVPD RIJCOSX def2/J DEFGRID3
* xyz -1 2
O -2.1375 0.3205 -1.2574
O 2.2677 0.7915 -0.7206
N 1.4735 -1.7250 -0.0706
N -2.9940 -0.1297 0.7848
C 0.4572 -0.7762 -0.5016
C -0.7966 -0.9653 0.1975
C 1.0946 0.6945 -0.1484
C -1.9724 -0.2374 -0.1690
H 2.2681 3.5726 0.7561
H 1.4078 -2.6102 -0.5787
H 2.3495 -1.2877 -0.3655
H -0.7235 -1.5649 1.1000
H 0.3252 1.4141 -0.4685
H -3.0737 -0.8443 1.4975
H 2.4411 3.1183 0.1910
H -3.8461 0.2159 0.3741
H 0.3279 -0.7229 -1.5849
H 1.1312 0.7362 0.9641
*
```

Here are the Mulliken charges for atoms 1 to 4, given in e:
1 O -0.666
2 O -0.799
3 N -0.773
4 N -0.485

Below is C19H20ClCsN2O7 as an isolated structure, with properties calculated with ωB97M-V/def2-TZVPD.

Results
LUMO level, Eh: 0.1459
Gap between HOMO and LUMO, eV: 6.5
Electronic energy, eV: -50413.983
Highest occupied orbital energy, eV: -2.560

Structure (ORCA input):
```
! wB97M-V def2-TZVPD RIJCOSX def2/J DEFGRID3
* xyz -2 1
Cs -0.6562 0.0445 -0.0177
Cl -4.6779 3.7790 -6.6385
O -0.5382 0.3748 -3.3074
O -2.0195 2.2783 -1.6159
O 1.3929 0.3672 2.1229
O -1.9656 -2.3241 0.6627
O 1.9663 -0.4265 4.1434
O -1.0792 -4.3678 0.3477
O 2.2812 -2.5788 -1.6532
N 1.2413 -2.4357 1.2562
N -1.7795 2.2817 2.0431
C -1.8590 5.9916 4.2216
C -2.5585 2.5704 -2.7026
C -0.8337 2.5759 2.9387
C -3.8598 3.3077 -5.1524
C -1.2447 0.8999 -4.1433
C 1.9009 -3.5477 0.5715
C -2.2411 1.9485 -3.9746
C -4.2014 3.9449 -3.9477
C -0.8300 3.7586 3.6648
C -1.8432 4.6911 3.4677
C 1.7801 -0.5299 2.9157
C 2.1368 -1.9030 2.2903
C -2.9002 2.3339 -5.1530
C -1.1264 -3.2379 0.8777
C -3.5834 3.5987 -2.7822
C -2.8195 4.3784 2.5318
C -2.7421 3.1737 1.8466
C 2.8940 -3.0820 -0.4736
C -0.0032 -2.9027 1.8972
H 3.1326 -1.7822 1.8578
H 0.2156 -3.7992 2.5030
H 1.1341 -4.1578 0.0913
H -3.6286 5.0686 2.3210
H -1.1587 0.5688 -5.2060
H -3.4726 2.9217 1.0849
H -0.9829 6.5923 3.9685
H -4.9638 4.7162 -3.9555
H -1.8385 5.8244 5.3000
H -0.0329 1.8442 3.0453
H -2.6337 1.8389 -6.0818
H 3.5044 -3.9304 -0.7972
H 1.5074 -2.0648 -1.3966
H 2.4154 -4.1949 1.3084
H -2.7479 6.5779 3.9858
H -0.0283 3.9428 4.3702
H -3.8418 4.0876 -1.8502
H -0.3504 -2.1172 2.5701
H 2.2217 -2.6310 3.1138
H 3.5757 -2.3271 -0.0649
*
```

Here are the Mulliken charges for atoms 1 to 4, given in e:
1 Cs 1.215
2 Cl -0.301
3 O -0.557
4 O -0.629

Below is a 2-piece molecular cluster, C5H10FO3S overall at a distorted geometry, with properties calculated with ωB97M-V/def2-TZVPD.

Results
LUMO level, Eh: 0.1303
Gap between HOMO and LUMO, eV: 7.2
Electronic energy, eV: -25039.585
Highest occupied orbital energy, eV: -3.611

Structure (ORCA input):
```
! wB97M-V def2-TZVPD RIJCOSX def2/J DEFGRID3
* xyz -1 1
S -2.1370 -0.2483 0.0125
F -1.9896 1.6495 -1.5929
O -1.1593 -1.1874 1.0078
O -2.4264 -1.2394 -0.9824
O -3.2742 -0.0089 0.9125
C 1.0687 -1.9928 -0.5803
C 1.3816 -0.6685 -0.6709
C 2.5665 -0.0585 0.0435
C -0.9728 2.0270 0.7450
C -1.0984 1.0521 -0.4947
H -1.2151 2.9717 0.2908
H -1.6582 1.9370 1.5718
H 1.6681 -2.5566 0.0299
H 3.2219 -0.8440 0.3880
H 0.1206 -2.2264 -1.0641
H 2.3151 0.5869 0.9053
H 0.7750 -0.1331 -1.3841
H -0.1772 -1.2077 0.5280
H 2.9870 0.4201 -0.7833
H 0.0036 1.7274 1.1179
*
```

Here are the Mulliken charges for atoms 1 to 4, given in e:
1 S 1.141
2 F -0.410
3 O -0.637
4 O -0.703

Below is a 2-piece molecular cluster, C3H7OS overall, with properties calculated with ωB97M-V/def2-TZVPD.

Results
LUMO level, Eh: 0.1566
Gap between HOMO and LUMO, eV: 6.9
Electronic energy, eV: -16107.240
Highest occupied orbital energy, eV: -2.683

Structure (ORCA input):
```
! wB97M-V def2-TZVPD RIJCOSX def2/J DEFGRID3
* xyz -1 1
S -0.0931 0.5872 1.0216
O -3.1150 -0.2494 -0.1679
C -2.6133 -0.1565 0.9392
C 1.3695 -0.1188 0.2284
C 1.4477 0.2279 -1.2609
H 1.3471 1.3041 -1.3970
H -2.7522 0.7743 1.5176
H 2.2714 0.2201 0.7465
H -2.2618 -1.0083 1.5325
H 0.6370 -0.2541 -1.8058
H 1.3617 -1.2109 0.3331
H 2.4010 -0.1155 -1.6873
*
```

Here are the Mulliken charges for atoms 1 to 4, given in e:
1 S -0.598
2 O -0.538
3 C -0.142
4 C -0.416

Below is a 3-piece molecular cluster, C20H46F6N6O9P2S overall at a distorted geometry, with properties calculated with ωB97M-V/def2-TZVPD.

Results
LUMO level, Eh: -0.0045
SMILES: O=C(O[C@@H](COCOCCO)S(=O)(=O)C(F)(F)F)C(F)(F)F.CN(C)P(=O)(N(C)C)N(C)C.CN(C)P(=O)(N(C)C)N(C)C
Gap between HOMO and LUMO, eV: 8.2
Electronic energy, eV: -94569.073
Highest occupied orbital energy, eV: -8.368

Structure (ORCA input):
```
! wB97M-V def2-TZVPD RIJCOSX def2/J DEFGRID3
* xyz 0 1
S 0.3771 -0.7613 1.9173
P -1.7861 5.4421 2.9738
P 0.2502 -6.1745 -4.1089
F 1.9522 -2.9353 2.1304
F 4.5586 1.1317 -0.5745
F 0.7455 -2.8394 0.2921
F 5.5712 0.7252 1.3354
F -0.1717 -3.2386 2.1913
F 5.7548 -0.6417 -0.3223
O -0.6619 -0.4285 0.9895
O -0.0757 -0.7209 3.2792
O 3.0770 -0.3248 1.9246
O 1.0889 3.7391 -0.6640
O 3.3671 -1.5708 0.0932
O -1.8480 4.7830 1.6333
O 0.7389 -5.1076 -5.0313
O -0.2003 2.5194 -3.5440
O 0.6411 2.1379 0.9649
N -1.0088 -7.0775 -3.3365
N -2.9817 6.6596 2.7571
N -2.3540 4.2031 4.0108
N -0.9768 6.3760 4.1861
N 1.1869 -5.8874 -2.7028
N 0.8109 -7.5701 -4.9466
C 1.4116 -6.8162 -1.6143
C 1.1745 -4.5136 -2.2091
C -1.6869 2.9129 3.8593
C 1.7158 1.2952 0.6238
C -4.1069 6.8169 3.6566
C 0.2742 5.7178 4.6398
C 4.9143 0.1908 0.3064
C 0.8017 -2.5521 1.5842
C -3.3719 6.9492 1.3825
C 0.1319 2.8617 -0.1277
C -2.8520 4.3693 5.3604
C 3.6906 -0.6514 0.7561
C 1.4954 3.4110 -1.9924
C 0.4103 3.7008 -3.0289
C 1.6495 -8.5722 -4.3211
C -1.9078 -7.8167 -4.2539
C -1.8882 -6.2037 -2.5189
C 1.1819 -7.3818 -6.3436
C 1.8365 0.3586 1.8168
C -0.5907 7.7461 3.7733
H 0.4716 -6.7359 -6.8524
H -2.3676 -5.4221 -3.1149
H -0.3865 4.2384 -2.5206
H 2.1824 -6.9478 -6.4576
H 2.3651 4.0343 -2.1936
H -4.6884 7.6969 3.3739
H 0.7960 4.2947 -3.8575
H 2.6307 -8.1760 -4.0285
H 0.3617 2.1419 -4.2257
H -1.3281 -5.7231 -1.7173
H -3.4135 3.4760 5.6419
H 2.2735 -6.4790 -1.0338
H 2.0373 -4.3247 -1.5681
H -0.0236 8.2154 4.5781
H -3.5454 5.1974 5.4539
H 0.0649 4.7500 5.0947
H -4.0869 6.2185 0.9862
H 0.2674 -4.2890 -1.6339
H 0.7562 6.3250 5.4043
H 0.9829 5.5634 3.8209
H -2.6645 -6.8006 -2.0430
H 0.0244 7.7506 2.8690
H 1.1573 -9.0141 -3.4530
H -1.5089 2.6906 2.8088
H -4.7796 5.9497 3.6434
H -3.7730 7.0082 4.6779
H -0.2860 2.1819 -0.8778
H -2.5057 6.9675 0.7266
H -2.3637 -7.1652 -5.0048
H -2.3034 2.1038 4.2526
H 2.6168 1.9126 0.6083
H -0.6921 3.4495 0.2701
H 1.2301 -3.8029 -3.0318
H -2.7045 -8.2840 -3.6740
H -1.4641 8.3652 3.6002
H 1.7547 1.0006 2.6896
H 1.5521 0.7511 -0.3104
H 1.1622 -8.3462 -6.8581
H 0.5625 -6.8972 -0.9190
H 1.8055 2.3639 -2.0087
H -2.0591 4.5054 6.1111
H 1.8154 -9.4019 -5.0116
H 1.6577 -7.8145 -1.9577
H -0.7150 2.8835 4.3732
H -1.3793 -8.6146 -4.7641
H -3.8288 7.9411 1.3356
*
```

Here are the Mulliken charges for atoms 1 to 4, given in e:
1 S 1.376
2 P 0.866
3 P 0.699
4 F -0.197

Below is an isolated ion of composition C11H12NO2 and charge +1 at a distorted geometry, with properties calculated with ωB97M-V/def2-TZVPD.

Results
LUMO level (spin up / spin down), Eh: -0.1070 / -0.2578
Gap between HOMO and LUMO (spin up / spin down), eV: 6.8 / 6.1
Electronic energy, eV: -17175.421
Highest occupied orbital energy (spin up / spin down), eV: -9.731 / -13.074

Structure (ORCA input):
```
! wB97M-V def2-TZVPD RIJCOSX def2/J DEFGRID3
* xyz 1 3
O 0.2348 0.1212 -0.8254
O -1.3231 -1.4330 -1.6442
N -1.8712 -0.1204 0.3213
C 0.2958 -2.1465 -0.0811
C 3.0050 -0.1420 1.6501
C 3.4581 1.1253 1.4779
C -2.6472 0.3264 -0.8280
C 2.7377 2.0848 0.7023
C 1.9076 -0.5455 0.7867
C -0.4657 -1.1555 -0.7025
C 1.3619 -1.8767 0.7388
C -2.0559 -0.2647 -2.0884
C 1.2543 0.4095 -0.0439
C 1.6870 1.6901 -0.0220
H 4.3747 1.5011 2.0326
H -2.8440 -0.7222 -2.7997
H -2.7023 1.4606 -0.8678
H -1.2574 0.4634 -2.4095
H 1.0843 2.3325 -0.6127
H -3.6090 -0.1193 -0.6809
H 3.5448 -1.0017 2.0836
H -1.2245 0.5827 0.7374
H 3.2010 3.0458 0.5306
H 0.0361 -3.1907 -0.2910
H -2.3987 -0.7535 0.9922
H 1.9394 -2.5556 1.3623
*
```

Here are the Mulliken charges for atoms 1 to 4, given in e:
1 O -0.247
2 O -0.379
3 N -0.356
4 C -0.586

Below is C22H23BBr2Cl2FNO5S2Sr as an isolated structure at a distorted geometry, with properties calculated with ωB97M-V/def2-TZVPD.

Results
LUMO level, Eh: -0.3113
Gap between HOMO and LUMO, eV: 4.0
Electronic energy, eV: -225930.938
Highest occupied orbital energy, eV: -12.436

Structure (ORCA input):
```
! wB97M-V def2-TZVPD RIJCOSX def2/J DEFGRID3
* xyz 2 1
Sr 1.8447 6.6898 0.5228
Br -2.9494 5.6289 -1.3016
Br -3.0499 2.4101 0.2732
Cl 3.9717 0.5546 2.1270
Cl 3.8260 -0.3989 -2.1124
S 3.2590 3.4991 0.8922
S -1.4651 0.1231 -1.4937
F 4.6423 3.0843 0.3692
O 2.9760 4.8412 0.2713
O 0.9888 -3.4085 2.6244
O 3.2371 3.6346 2.2997
O -6.5902 -1.4178 -0.8221
O 3.2545 -3.9155 2.1999
N 1.3266 -1.0830 -0.6338
C -1.5824 3.0931 -0.8575
C -1.4620 4.6168 -0.5303
C -1.1124 -1.5719 -1.0424
C -4.1985 -1.1409 -0.4466
C 0.7976 3.0562 -0.0207
C 1.7525 -3.8151 0.1160
C 3.4705 0.4161 0.4542
C -0.6669 -4.1966 -0.3358
C -1.9434 -3.8134 -0.7343
C 0.3762 -3.2773 -0.3119
C -5.5267 -1.7237 0.0794
C -3.5728 -2.0856 -1.5349
C 1.0809 0.2826 -0.4417
C -1.4463 4.9066 1.0080
C 4.2285 -0.2380 -0.4347
C 0.1730 -1.9424 -0.6716
C 1.9980 2.4281 0.2797
C -0.2743 2.3714 -0.5390
C 5.5345 -0.8880 0.0187
C -2.1562 -2.4869 -1.0836
C 2.1451 1.0427 0.0894
C -0.1020 0.9833 -0.7602
B 1.9836 -3.7180 1.7028
H -1.0515 4.0393 1.5577
H 3.8562 -4.0425 1.4519
H -5.5021 -2.8186 0.1738
H 0.7505 4.1260 0.1698
H -3.5263 -1.6418 -2.5384
H -4.1702 -3.0043 -1.5907
H 5.2730 -1.5435 0.8659
H -3.4901 -0.9913 0.3834
H 1.8409 -1.3714 0.1977
H 1.0015 -2.4559 2.7933
H -0.7543 5.7499 1.2505
H -4.4028 -0.1724 -0.9253
H 6.2946 -0.1658 0.3311
H -1.8433 3.0361 -1.9205
H 5.8815 -1.5658 -0.7709
H -6.9499 -0.5544 -0.5894
H -5.7777 -1.3201 1.0763
H 2.4907 -3.1196 -0.3345
H -0.4551 -5.2309 -0.0612
H 1.9516 -4.8095 -0.3018
H -0.5340 5.0421 -0.9360
H -2.4461 5.1429 1.3792
H -2.7215 -4.5747 -0.7362
*
```

Here are the Mulliken charges for atoms 1 to 4, given in e:
1 Sr 2.130
2 Br 0.025
3 Br 0.084
4 Cl -0.111

Calculated energy relative to the best compared isomer or geometry (same formula, charge and spin), 18.63 46.99 10.12 108.36 23.93 0.00 0.22 0.00 kcal per mole (same order as the records).